No. 1
DFT (wB97M-V/def2-TZVPD) results for a cluster of 3 separate species, C4H13NO2S in total at a distorted geometry.

Summary:
HOMO (spin up / spin down): -1.6 / -2.7 eV
2S+1: 2
Net charge: -1
Gap between HOMO and LUMO (spin up / spin down): 0.1884 / 0.2246 Eh

Last column: Mulliken spin population.
Geometry (Å):
H (1.9521, -0.0961, 0.7409)  -0.01
N (-0.8267, 0.3469, 0.2226)  0.24
H (0.8122, 0.8227, -1.8878)  0.01
H (3.2596, 0.0005, -0.5146)  0.00
C (1.3164, 1.1200, -0.9493)  -0.01
H (-2.6563, -0.6133, 1.2455)  -0.01
H (-2.5786, -2.1248, -1.5070)  -0.01
H (-0.2625, -0.2300, 2.3319)  0.03
C (2.1832, -0.0297, -0.3883)  0.00
H (-1.4185, 1.3005, 2.1517)  0.03
C (-1.0961, 0.2132, 1.6078)  -0.01
S (1.5006, -1.6009, -1.2678)  0.09
C (0.1355, 1.5181, -0.0638)  0.01
H (-0.3655, -1.5168, 0.3633)  0.74
H (-0.3543, 2.3907, -0.5754)  0.01
H (0.4994, 1.8557, 0.9747)  -0.01
H (2.1006, -2.4190, -0.4067)  -0.02
O (-2.2846, -1.2690, -1.8637)  0.01
O (-2.0134, -0.8772, 1.8361)  -0.05
H (-1.9091, -0.8069, -1.0853)  -0.02
H (2.0064, 2.0154, -0.9648)  -0.02

Forces on atoms 1 to 2 (eV/Å):
0.3 -0.2 -1.7
0.8 1.2 0.0

=====

No. 2
DFT (wB97M-V/def2-TZVPD) results for a cluster of 2 separate species, C40H45ClNO6PS2 in total at a distorted geometry.

Summary:
HOMO: -7.7 eV
SMILES: CCCCCc1cc2c(c(P(C)O)c1Cl)Sc1c(cc(OC(=O)c3ccccc3)c(S)c1C[C@@H](C)O)N2CCc1ccccc1.O=C1CCCO1
Gap between HOMO and LUMO: 0.3001 Eh

Last column: Mulliken charge in e.
Geometry (Å):
H (-0.7350, -2.4654, 2.8410)  0.46
C (-5.7242, 3.6195, 0.8615)  -1.60
C (-2.5094, -3.2341, -2.9673)  -0.58
H (-6.4529, 4.1888, 1.4636)  0.54
H (-1.0315, 0.2295, 4.2651)  0.48
C (1.0208, 5.5767, -2.7039)  -1.12
C (-1.6025, 0.0721, 3.3399)  -1.30
H (3.5595, -3.6348, 1.4820)  0.33
C (-2.0400, 1.3910, 0.5800)  -1.31
C (-2.7062, 0.2378, 0.2221)  0.20
H (-4.7993, 5.6952, 1.2761)  0.34
O (7.8670, -2.9668, -0.2545)  -0.34
S (-1.6244, 4.0561, 0.5068)  -0.24
C (-4.4763, -2.3146, 3.8820)  -0.72
H (9.1547, -3.2445, -3.2741)  0.32
Cl (3.6313, 4.4391, -0.9744)  -0.25
C (-4.5582, -3.9041, -1.9106)  -0.23
C (3.8700, 0.0754, -0.2600)  -0.93
H (-3.3789, 4.6919, -1.2356)  0.35
C (-3.7041, -1.1734, 3.7702)  -0.33
C (-2.1615, -4.5419, -3.2134)  -0.59
H (3.1087, -0.2096, -0.9988)  0.41
H (-2.3679, -0.7396, 0.5574)  0.50
H (-5.4900, -3.6442, -1.4156)  0.46
C (-2.5661, -3.6036, 3.2197)  -0.79
C (-4.2068, -5.2107, -2.1611)  -0.59
O (-4.3792, -0.9749, -0.9326)  -0.45
H (7.8331, -0.8923, -2.6740)  0.27
C (4.8165, -1.8502, 1.2163)  0.02
H (-0.9923, 6.5916, -1.4306)  0.25
C (-3.8038, 0.2497, -0.6005)  -0.55
H (0.3553, 6.2530, -3.2459)  0.44
O (-0.5096, 6.5882, -0.5927)  -0.35
C (7.8418, -1.6725, -0.6630)  0.58
H (5.6260, -1.4313, 1.8217)  0.29
C (-3.0426, -5.5389, -2.8138)  -0.39
C (1.4733, 1.5494, 0.7203)  0.82
H (2.7552, -1.3890, 0.8623)  0.21
H (-2.0852, -4.5606, 3.0239)  0.39
S (-5.7797, 1.4734, -2.0994)  -0.20
C (-3.6904, -2.9130, -2.3329)  0.51
C (4.2267, -3.0051, 2.0836)  -1.41
H (4.8338, -0.1966, -0.7142)  0.35
H (-4.1257, -0.1987, 4.0136)  0.36
C (-1.7902, -2.4627, 3.1075)  -0.09
C (3.6929, -0.8245, 1.0078)  -0.68
H (-6.6743, 0.9085, -1.2521)  0.18
H (-0.6741, -0.7120, 1.4846)  0.62
C (-2.5428, 2.5798, 0.0606)  1.40
H (9.4528, -1.1849, -1.9747)  0.27
C (1.0514, 4.1464, -0.1760)  -0.29
C (2.5434, 2.2333, 0.1661)  -0.40
C (-3.6646, 2.6392, -0.7356)  -0.41
O (7.4379, -0.7787, 0.0197)  -0.55
H (4.4689, 1.7419, 0.9569)  0.35
H (-6.1833, 4.8079, -0.8413)  0.30
O (-3.8052, -0.7137, -3.1428)  -0.52
H (3.5273, -0.1826, 1.8840)  0.53
H (-1.8182, -2.4653, -3.3055)  0.38
C (0.2177, 2.0875, 0.8527)  -0.94
C (8.5054, -3.7824, -1.2510)  -0.46
C (-2.3750, -1.2373, 3.3907)  0.74
H (-2.3076, 0.9071, 3.2737)  0.33
H (2.0708, 5.7266, -2.9753)  0.30
C (2.2990, 3.5222, -0.2588)  0.46
C (-3.8832, -3.5298, 3.5982)  -0.43
H (8.0062, -4.7477, -1.3011)  0.31
C (-0.6205, 0.1835, 2.1184)  -1.17
C (-5.2769, 4.5619, -0.2690)  0.63
H (-4.6647, 3.8766, -2.2248)  0.56
H (9.5458, -3.9384, -0.9567)  0.28
H (0.8140, 4.5170, -2.9012)  0.33
H (1.6343, 0.5377, 1.0804)  -0.03
H (0.3783, 0.1679, 2.5615)  0.62
H (-4.8590, -6.0346, -1.8737)  0.38
C (-4.1981, 3.9633, -1.2438)  -1.76
H (4.4766, 2.0607, -0.7871)  0.46
C (8.4302, -1.5564, -2.0548)  -0.46
C (-3.9531, -1.4322, -2.1745)  0.43
H (3.6088, -2.5485, 2.8713)  0.30
H (7.4126, -3.1960, -3.0090)  0.27
C (3.9110, 1.5919, 0.0209)  -1.33
H (-1.2446, -4.8017, -3.7331)  0.39
P (0.9694, 5.8678, -0.8506)  0.00
H (-5.5108, -2.2349, 4.2034)  0.41
H (5.1908, -2.2696, 0.2795)  0.13
H (-6.2748, 2.7491, 0.4945)  0.28
C (-4.3093, 1.4425, -1.0692)  1.23
O (-4.8252, 5.7814, 0.3183)  -0.58
H (-4.4406, -4.4585, 3.7004)  0.39
H (5.0033, -3.5833, 2.5945)  0.37
H (-2.7818, -6.5721, -3.0339)  0.38
N (-0.9078, 1.4359, 1.4258)  0.33
H (-4.9132, 3.3510, 1.5506)  0.37
C (8.3820, -2.9985, -2.5477)  -0.49
C (0.0382, 3.3895, 0.3804)  1.27

Forces on atoms 1 to 2 (eV/Å):
-0.2 -0.4 0.0
-0.6 0.7 0.2

=====

No. 3
DFT (wB97M-V/def2-TZVPD) results for a cluster of 2 separate species, C5H13N4 in total at a distorted geometry.

Summary:
HOMO (spin up / spin down): -12.6 / -12.6 eV
Net charge: +1
Gap between HOMO and LUMO (spin up / spin down): 0.3196 / 0.3194 Eh

Last column: natural (NBO) charge in e.
Geometry (Å):
H (-0.8978, -1.7293, -2.2876)  0.24
N (-1.3642, 1.3453, 1.7084)  -0.84
C (0.1660, -0.0852, -1.3180)  -0.10
H (-0.3543, -0.4953, -3.3101)  0.24
C (-0.4063, 1.1497, 0.8127)  0.64
C (-0.8055, -0.6677, -2.3745)  -0.63
H (-1.9797, 2.1971, 1.7149)  0.46
H (2.0259, 1.7303, 1.0589)  0.35
H (-1.6520, 0.5064, 2.2286)  0.42
C (0.2232, 1.3917, -1.3081)  0.15
H (-1.7680, -0.1687, -2.4425)  0.23
H (0.3556, 1.8161, -2.2690)  0.23
N (-0.0394, 1.9482, -0.2071)  -0.42
H (1.6156, -1.1805, 0.7557)  0.26
H (-1.3334, -0.6348, 0.2472)  0.43
H (0.2328, -1.4589, 1.8602)  0.23
N (-0.3141, -0.4489, 0.1087)  -0.43
H (0.4805, -2.4382, 0.5173)  0.23
H (1.1824, -0.4631, -1.3521)  0.25
C (0.5186, -1.3412, 0.8591)  -0.44
N (1.5049, 1.1286, 1.7276)  -0.87
H (1.0060, 1.7853, 2.3917)  0.35

Forces on atoms 1 to 2 (eV/Å):
-0.2 -0.6 0.3
-1.7 0.2 0.3

=====

No. 4
DFT (wB97M-V/def2-TZVPD) results for a cluster of 3 separate species, C43H82BBrFN3O10S in total at a distorted geometry.

Summary:
HOMO (spin up / spin down): -8.0 / -9.0 eV
2S+1: 3
Gap between HOMO and LUMO (spin up / spin down): 0.2993 / 0.3371 Eh

Last column: Mulliken spin population.
Geometry (Å):
C (5.3074, -0.5573, -1.5361)  0.00
H (0.2469, 9.9653, 1.1253)  0.00
H (-1.8355, 5.6648, 1.1675)  0.00
C (-5.0750, -5.8415, 4.5111)  0.00
C (-3.5744, -7.7014, 5.4514)  -0.02
C (1.3842, 6.8033, 1.6221)  0.03
H (-3.6422, -2.0833, -0.9666)  0.00
C (-0.1024, 6.9508, 1.2873)  0.01
H (-3.1397, -7.6806, 1.3288)  0.00
B (2.0859, -0.3436, -2.4896)  0.00
H (-7.0629, -6.3532, 3.7785)  0.00
H (-3.6881, -4.9150, 5.9639)  0.00
C (6.7677, -0.3697, -1.8944)  0.00
H (2.7002, 2.8726, -3.9619)  0.00
H (-4.3009, -2.2885, -3.9966)  0.00
H (7.0899, 0.6367, -1.6317)  0.00
C (-3.8369, -1.4576, -4.5320)  0.00
O (5.2739, -1.0857, -4.6263)  0.00
H (-3.1271, 2.9117, -3.8691)  0.00
H (-1.0457, 10.0053, -0.0740)  -0.01
C (2.0008, 8.3618, -0.2573)  0.03
H (0.5217, 10.7369, -0.4163)  0.00
C (2.6745, 2.2161, -3.0890)  0.00
C (-4.4824, -4.6358, 5.2735)  0.03
C (2.5584, -1.4408, 1.0663)  0.00
H (-2.9275, -7.0674, 6.0636)  0.00
H (-4.3629, -0.5413, -4.2579)  0.00
C (-0.7853, 5.6019, 1.4454)  -0.05
H (1.6155, -1.7171, 1.5323)  0.00
H (1.3135, -1.6347, -1.0059)  0.00
C (-0.7816, 7.9268, 2.2733)  0.02
H (-5.2571, -4.1553, 5.8696)  0.00
C (3.5715, 0.6272, -0.0120)  0.00
H (-3.6213, -8.6656, 5.9611)  0.00
H (-0.4691, 0.1051, -3.0344)  0.00
H (-2.0731, -5.4024, 4.8448)  0.00
H (2.5048, -4.4161, -1.3173)  0.00
F (-2.5274, -0.9302, 1.7105)  0.00
H (5.6244, -3.4226, -3.4686)  0.00
C (-2.5448, -6.9033, 1.8046)  -0.01
H (2.0319, 8.8636, 1.8515)  0.00
O (2.0554, -4.1875, 1.7537)  0.00
C (0.0301, 9.8906, 0.0641)  0.01
H (2.1046, 2.7330, -2.3231)  0.00
H (-1.6403, 8.4167, 1.8142)  -0.01
H (3.4610, 1.3411, -0.8250)  0.00
C (-0.8241, -0.5181, -2.2198)  0.00
H (7.0668, -3.2259, -4.5101)  0.00
H (-2.5937, -2.9871, -2.9807)  0.00
H (1.4785, 6.6243, 2.6952)  0.00
H (3.2155, -1.1371, 1.8821)  0.00
Br (-2.8323, 3.7193, -0.6040)  0.00
H (-1.4898, -3.1218, -4.3345)  0.00
O (6.9715, -0.4969, -3.3146)  0.00
H (3.2918, 7.7615, 1.3571)  0.00
H (-0.3080, 4.8364, 0.8444)  0.03
H (-2.3065, 4.3056, -3.2052)  0.00
C (-2.9617, -2.3357, -0.1540)  0.00
H (-2.0732, -4.6383, 3.2560)  -0.01
O (0.0158, 2.3603, 1.8615)  0.00
C (-2.0968, 2.5401, -1.9847)  0.00
H (1.0796, 1.0481, -3.9222)  0.00
H (-0.3906, -2.1173, 0.0757)  0.00
C (0.3400, 8.7620, -2.0863)  -0.01
O (-5.1241, -6.6657, 2.3542)  0.56
C (2.2375, 8.0030, 1.2087)  -0.02
C (0.5243, 8.5875, -0.5844)  0.01
O (-2.4683, -1.3198, -4.2238)  0.00
C (4.9408, -0.0549, -0.1399)  0.00
H (-0.9721, -5.9634, 3.6151)  0.00
H (5.0204, -1.6016, -1.6445)  0.00
C (1.4093, -0.5462, -1.0425)  0.00
H (3.3385, -1.3010, -3.6391)  0.00
H (-1.9445, -8.2452, 4.1318)  0.00
H (5.6666, 0.7248, 0.1140)  0.00
H (0.7474, 7.9239, -2.6473)  0.00
H (2.4327, -5.7006, -0.2950)  0.00
H (-0.3632, -0.7830, 1.1897)  0.00
C (-0.6865, -1.9661, -2.7163)  0.00
H (-3.9865, -1.6212, -5.6027)  0.00
H (1.7692, 5.9094, 1.1209)  0.00
H (-2.2663, -3.1217, -0.4384)  0.00
H (5.1102, -0.8196, 0.6187)  0.00
C (-0.1152, -0.1837, -0.9010)  0.00
N (2.1085, -4.7537, -0.4490)  0.00
H (-0.1078, 8.6955, 2.6500)  0.00
S (0.7439, 1.9089, 0.7137)  0.00
C (-1.8710, -2.4244, -3.5787)  0.00
H (-2.6780, 1.6247, -1.9461)  0.00
C (2.3933, -3.9110, 0.6269)  0.00
H (-7.0290, -5.2972, 5.1883)  0.00
N (-0.2772, 7.4121, -0.1285)  0.42
H (-0.2314, 3.2705, -1.3081)  0.02
H (-4.0920, -3.8872, 4.5847)  -0.01
H (-1.8833, -0.2646, -2.1610)  0.00
H (-0.7238, 5.2812, 2.4851)  0.00
C (-0.6231, 2.3032, -1.6283)  -0.01
H (2.6487, 0.5594, -4.4080)  0.00
H (-1.1458, 7.3800, 3.1419)  0.00
C (-2.2451, -1.0773, 0.3302)  0.00
H (-0.7160, 8.8618, -2.3405)  0.00
C (-4.9818, -7.1095, 5.3654)  0.03
H (-3.5394, -8.6653, 3.5305)  0.01
N (-4.3770, -6.0434, 3.2024)  0.36
H (-5.6528, -7.8665, 4.9473)  0.00
H (-0.0714, 2.0435, -2.5249)  0.00
H (-3.5842, -2.7192, 0.6536)  0.00
C (-0.7200, -1.0846, 0.2077)  0.00
H (2.5600, 9.2610, -0.5266)  0.00
C (2.0783, 0.8590, -3.5213)  0.00
C (-2.9952, -6.6093, 3.2277)  0.00
H (4.7625, 0.0662, -2.2466)  0.00
H (2.3826, 7.5518, -0.8869)  0.00
C (-0.4272, 1.2890, -0.4907)  -0.01
C (-2.2269, 3.2296, -3.3477)  0.00
O (2.7191, -1.4909, -2.9163)  0.00
C (-6.5395, -5.5195, 4.2403)  0.00
C (6.5329, -2.8517, -3.6376)  0.00
H (-1.3415, 3.0508, -3.9550)  0.00
O (1.4975, 0.6112, 1.1812)  0.00
H (-1.3581, 1.2729, 0.0746)  0.00
H (-0.5434, -2.6980, -1.9215)  0.00
H (4.1749, -2.8358, 0.6203)  0.00
H (3.7160, 2.1136, -2.7841)  0.00
C (-1.9833, -5.5914, 3.7791)  0.03
O (-0.1894, 6.4345, -0.9661)  0.52
H (7.4244, -1.0581, -1.3509)  0.00
H (3.6609, 1.2579, 0.8733)  0.00
C (3.1489, -2.6356, 0.3105)  0.00
C (6.1725, -1.4189, -3.9077)  0.00
H (-1.5086, -7.2411, 1.8152)  0.00
H (0.8578, 9.6669, -2.4052)  0.00
O (1.6541, 2.8268, 0.0880)  0.00
H (-5.3540, -6.8783, 6.3659)  0.00
H (-2.6980, -0.1957, -0.1275)  0.00
H (-2.6029, -6.0062, 1.1862)  0.00
H (3.1225, -2.4778, -0.7659)  0.00
C (-2.9750, -7.8907, 4.0593)  0.03
C (2.2837, -0.1992, 0.2075)  0.00
H (-6.6355, -4.6502, 3.5886)  0.00
H (7.2063, -2.9177, -2.7863)  0.00
H (0.2061, -2.0300, -3.3419)  0.00

Forces on atoms 1 to 2 (eV/Å):
0.0 0.4 0.3
0.0 0.0 0.0